C18H33BeBrF7NNbO5S3 as an isolated structure, computed with ωB97M-V/def2-TZVPD.

```
70
Properties=species:S:1:pos:R:3:forces:R:3
F -3.3217 -5.2905 0.3605 -0.2 -0.1 -0.1
H -1.0608 1.3530 -5.8584 0.1 -0.2 0.1
H 0.2415 -1.9760 2.8232 0.1 0.1 -0.1
C 0.6962 -1.1453 2.2736 -0.6 -0.1 -0.2
C -3.3786 0.3069 -3.3922 0.5 0.1 0.1
H 1.1024 -0.4443 3.0162 -0.1 0.0 -0.2
H -4.2040 0.0937 -4.0892 0.1 0.0 0.2
H 2.4986 -0.8640 1.1155 -0.4 -0.3 0.1
H -2.4338 -0.5488 -5.6614 0.1 0.0 0.2
H -0.7389 1.1396 3.7543 0.0 -0.1 -0.2
N 3.3775 1.9744 0.1190 0.8 -0.1 0.0
C -0.7117 0.6640 -5.0823 0.1 0.2 0.1
C -3.2573 -2.9659 2.2174 0.3 0.2 -0.2
H -0.6699 3.5661 3.0931 0.1 0.0 -0.3
S 2.0412 3.8527 1.4422 0.0 0.3 -0.3
C -1.0780 1.5413 2.7884 -1.2 -0.5 -0.2
H -3.8040 -1.0586 -1.7896 0.1 0.2 0.1
H 3.0699 -2.6222 2.3354 -0.2 0.0 -0.1
Be 0.3841 -1.8057 -2.9433 0.2 -0.2 0.2
Br 0.4421 0.8993 -0.4809 -0.5 -0.2 0.2
H 1.5849 1.6799 2.3220 -0.1 0.2 -0.1
F -1.4536 -4.2128 0.1532 0.1 0.2 -0.1
C 4.0467 3.8361 -1.4790 0.2 0.0 -0.2
C 1.7399 -1.6459 1.2526 0.1 -0.1 0.8
H 3.9902 4.0801 -2.5465 0.0 0.0 0.2
C -2.1713 -5.0039 0.9531 -0.1 0.4 0.1
C -2.9365 0.7515 0.1385 -2.2 -0.5 -0.9
F -1.5011 -6.1144 1.1630 0.2 -0.4 0.1
C 1.2106 2.6875 2.5475 0.0 -0.1 0.2
H 1.4946 2.9369 3.5775 0.0 -0.2 -0.2
C -3.7994 0.0232 -1.9725 -0.3 -0.7 -0.1
H -0.6284 1.2343 -4.1486 0.0 -0.1 -0.1
H -3.7197 0.1305 0.5846 0.2 0.2 0.2
C 3.1821 2.6128 -1.2141 -0.7 0.0 -0.1
H 2.1232 2.8821 -1.3192 0.2 0.0 0.0
H 0.3006 0.3318 -5.3378 -0.2 0.1 0.0
H 2.7973 -0.4771 -0.5712 0.7 0.1 -0.3
C 3.8786 -0.3307 -0.7012 -0.2 0.1 -0.5
H 4.0654 -0.2314 -1.7749 0.0 0.0 0.1
H -4.7767 0.4419 -1.7169 0.3 0.2 0.1
H -0.5672 3.1730 1.3883 0.0 -0.2 0.1
F -3.0764 -5.1586 3.0818 -0.1 -0.1 0.3
F -1.2199 -4.0368 2.8609 0.1 -0.1 -0.1
F -4.3590 -3.0561 2.9352 -0.4 -0.1 0.3
H -3.1015 1.3707 -3.4848 -0.2 -0.2 -0.1
C 4.3708 0.8827 0.0859 0.2 0.1 0.0
H -2.1531 1.7301 2.9086 0.2 0.1 0.1
Nb -0.9252 -0.0687 1.2591 3.2 0.8 1.2
O -1.8063 -1.7211 4.0959 -0.6 0.2 0.1
H 3.7000 4.7155 -0.9256 0.1 -0.2 0.0
H 4.4035 -1.2329 -0.3738 -0.1 0.1 0.0
H 4.5662 0.6144 1.1288 0.0 0.0 -0.2
H 5.1020 3.6561 -1.2438 -0.2 0.0 0.0
H -1.5172 -1.4148 0.1910 -1.2 0.6 0.5
O -3.4326 -0.3546 2.7054 0.3 -0.1 -0.5
H 5.3200 1.2381 -0.3433 -0.1 -0.1 0.2
C -0.3118 2.7979 2.3884 0.0 0.3 0.4
O -2.7701 0.6413 -1.1117 -0.3 1.3 -1.0
C -2.4220 -4.2957 2.3124 0.0 0.2 -0.1
O -2.2687 -0.5283 -3.5905 0.0 -0.3 -0.1
H -2.7594 1.7563 0.5590 1.0 -0.5 0.3
S 4.8587 3.1579 2.0486 -0.3 -0.4 0.0
C -1.6569 -0.5223 -4.8829 -0.4 0.3 -0.3
H 3.3767 1.8379 -1.9610 0.0 0.1 0.2
C 3.5285 2.8757 1.1563 0.1 0.3 0.0
O 2.2981 -2.8320 1.7910 0.3 0.1 -0.2
H 1.3131 -1.9085 0.2776 0.0 0.0 0.2
H -1.1283 -1.4716 -4.9538 0.0 0.0 0.1
F -3.5984 -2.7344 0.9338 -0.2 0.1 -0.2
S -2.3859 -1.3930 2.8117 1.1 -0.9 0.5
```
Positions in Å, forces in eV/Å.

## Properties
Lowest unoccupied orbital energy: -0.256 Ha
Charge: +1
Frontier orbital gap: 3.54 eV



One molecule with the formula C2H3Cl2NSi, computed with ωB97M-V/def2-TZVPD.

```
9
Properties=species:S:1:pos:R:3:forces:R:3
C -1.0700 1.3841 -0.5344 6.1 -3.9 -2.6
Cl 1.0251 0.1695 2.4421 -0.4 0.9 1.4
H -0.9120 -1.0579 1.0350 -1.5 -0.3 0.1
H 1.0036 0.7568 -1.2882 3.1 2.0 -0.6
H -0.1543 -0.4381 -1.5223 -0.6 -0.6 -0.4
Cl 1.4610 -2.4252 0.3560 0.1 -2.4 -0.3
Si 0.4325 -0.7164 0.7119 3.8 0.7 0.2
C 0.2039 0.3320 -0.8648 -7.1 1.6 1.1
N -1.9897 1.9951 -0.3353 -3.5 2.2 1.2
```
Positions in Å, forces in eV/Å.

## Properties
Multiplicity: 3
Expectation value of S²: 2.01
Energy above the lowest of the compared OMol25 structures with the same formula, charge and spin: 72.79 kcal per mole
Lowest unoccupied orbital energy (alpha / beta): 0.029 / -0.233 Ha
Frontier orbital gap (alpha / beta): 5.08 / 5.45 eV



An isolated ion of composition C2H3FNO4P and charge -2, computed with ωB97M-V/def2-TZVPD.

```
12
Properties=species:S:1:pos:R:3:forces:R:3
O -2.8747 0.1815 0.9029 0.1 0.1 0.2
O -0.4239 1.1055 0.8006 -1.0 -0.7 -0.2
H 2.1586 -0.2337 -0.7946 0.0 0.1 -0.1
P -1.5044 -0.2689 0.4883 -0.5 0.1 0.6
C 1.5238 -0.1204 0.0836 -0.2 0.1 -0.2
H 0.9590 -1.0198 0.2887 0.1 -0.3 0.1
O 0.8889 2.0197 -0.7750 -0.1 -0.2 0.3
O -0.9516 -1.4734 1.2144 0.0 0.1 -0.2
H 2.1466 0.1164 0.9532 0.1 0.0 0.0
N -1.1027 -0.0766 -1.1111 0.3 0.5 -0.5
C 0.5514 1.0403 -0.1097 1.4 0.6 -0.3
F -1.3710 -1.2706 -1.9411 -0.1 -0.4 0.3
```
Positions in Å, forces in eV/Å.

## Properties
Energy above the lowest of the compared OMol25 structures with the same formula, charge and spin: 11.63 kcal per mole
Lowest unoccupied orbital energy: 0.256 Ha
Charge: -2
Frontier orbital gap: 6.27 eV



A 2-piece molecular cluster, C2H6S overall, computed with ωB97M-V/def2-TZVPD.

```
9
Properties=species:S:1:pos:R:3:forces:R:3
H -0.1403 -0.0452 -1.2792 0.4 0.6 0.6
H 1.2564 -0.5697 -0.2868 -0.2 -0.7 -0.2
H -0.8922 1.2544 0.7679 0.0 -0.1 0.8
H 0.6350 1.6167 0.2095 1.4 1.9 -0.4
S -0.9926 -1.6394 0.2267 1.2 -0.1 -4.5
H -0.8225 -1.8999 -1.8574 -0.7 -0.3 3.7
H 0.6179 0.6820 1.7211 -0.3 0.0 0.0
C 0.2001 -0.2976 -0.2716 -0.3 0.7 1.8
C 0.1383 0.8987 0.7696 -1.3 -1.9 -1.8
```
Positions in Å, forces in eV/Å.

## Properties
Energy above the lowest of the compared OMol25 structures with the same formula, charge and spin: 76.82 kcal per mole
Lowest unoccupied orbital energy: -0.051 Ha
Frontier orbital gap: 7.72 eV



One molecule with the formula C4H7NO2, computed with ωB97M-V/def2-TZVPD.

```
14
Properties=species:S:1:pos:R:3:forces:R:3
N -0.9219 -1.8550 -0.7297 0.0 0.1 0.0
H -1.5410 1.5397 -0.5121 0.1 -0.1 0.1
H 0.6437 0.8127 -1.3326 -0.3 -0.6 0.0
O 1.7749 1.1527 1.4976 0.0 -0.1 -0.5
C -0.7416 1.3931 0.2203 -0.1 -0.1 0.0
H -0.9807 -2.7471 -0.2503 -0.1 0.2 -0.3
H -0.3312 2.3762 0.4777 0.1 -0.3 -0.1
C 1.6197 0.4781 0.5140 0.2 0.4 0.3
C -0.0277 -1.0384 -0.1023 0.1 -0.1 0.4
H -1.4207 -1.7607 -1.5970 0.2 0.5 0.0
H -1.1640 0.9732 1.1355 0.0 0.1 -0.1
O 0.5274 -1.5122 0.8849 -0.1 -0.1 -0.1
C 0.3408 0.4588 -0.3333 -0.1 -0.2 0.1
H 2.4124 -0.1845 0.1113 0.0 0.2 0.1
```
Positions in Å, forces in eV/Å.

## Properties
Energy above the lowest of the compared OMol25 structures with the same formula, charge and spin: 23.67 kcal per mole
Lowest unoccupied orbital energy: 0.027 Ha
Frontier orbital gap: 10.33 eV



A 2-piece molecular cluster, C6H11BO overall, computed with ωB97M-V/def2-TZVPD.

```
19
Properties=species:S:1:pos:R:3:forces:R:3
B 0.0338 -0.3067 0.0417 2.5 -0.3 3.1
O 2.0163 -1.3153 2.2159 0.2 0.1 0.3
C 1.2689 -0.4102 2.0727 -2.3 1.5 -1.9
H 1.6746 -0.3977 -1.4437 0.3 -0.4 0.9
C -1.1384 0.5897 -1.7572 3.1 2.6 -0.6
H 1.1169 1.7098 3.0443 0.8 -0.4 -0.4
H -1.4970 1.3955 0.1889 0.0 -1.3 0.1
H 0.9915 0.3204 4.0930 1.0 -1.1 3.3
C -1.3140 0.3853 -0.2679 0.1 0.5 0.8
H 0.9304 -2.0398 -1.1924 0.2 0.7 0.2
C 0.7559 -0.9475 -1.1789 -0.5 0.8 -1.1
H 0.3645 -0.4045 -3.2356 -0.1 0.7 -1.0
H -0.2311 0.7444 3.0246 -0.8 -0.2 -0.1
C -0.1947 -0.4798 -2.3367 -2.2 -3.2 2.3
H -0.9632 -1.3418 -2.4165 1.3 0.9 -0.6
H -0.5717 1.6541 -1.7363 -1.6 -2.1 -0.9
H -1.9936 0.5131 -2.3610 -1.4 0.9 -0.6
C 0.8287 0.6604 3.1597 -0.5 0.2 -3.7
H -2.0776 -0.3294 0.0855 -0.1 0.2 -0.3
```
Positions in Å, forces in eV/Å.

## Properties
Energy above the lowest of the compared OMol25 structures with the same formula, charge and spin: 97.90 kcal per mole
Lowest unoccupied orbital energy: 0.022 Ha
Frontier orbital gap: 8.02 eV